Run P
Below is a gas-phase ion, H4N5 (charge +1), with properties calculated with wB97M-V/def2-TZVPD.

The HOMO energy comes out at -15.32 eV. Its structure (SMILES) is [H]/N=N/N=[NH+]\N. The total charge is +1.

```
9
H4N5 (wB97M-V/def2-TZVPD)
H 1.90 2.37 -0.26
N 1.14 1.89 0.09
N 0.90 0.88 0.59
N 0.53 -0.08 1.07
N -0.92 -0.78 0.59
N -1.08 -0.91 -0.69
H -0.78 -1.61 1.11
H -1.04 -0.09 -1.25
H -0.66 -1.66 -1.24
```

Atomic partial charges in e from the Mulliken method, atoms 1 to 4: number 1, H, carries 0.320; number 2, N, carries -0.624; number 3, N, carries 1.025; number 4, N, carries -0.343


Run Q
Below is a gas-phase ion, H4N5 (charge +1), with properties calculated with wB97M-V/def2-TZVPD.

The HOMO energy comes out at -16.13 eV. Its structure (SMILES) is N#[N+]N(N)N. The total charge is +1.

```
9
H4N5 (wB97M-V/def2-TZVPD)
N 3.12 0.19 -0.03
N 2.04 -0.05 0.01
N 0.78 -0.14 0.06
N 0.08 -1.33 -0.04
N 0.22 1.12 -0.02
H 0.36 -1.87 -0.84
H 0.11 -1.96 0.69
H 0.08 1.39 -0.91
H -0.72 0.90 0.50
```

Atomic partial charges in e from the Mulliken method, atoms 1 to 4: number 1, N, carries -0.235; number 2, N, carries 0.600; number 3, N, carries 0.470; number 4, N, carries -0.539


Most stable structure - run Q; separation to the second - 52.7 kJ/mol.


Run P
Below is C2H2O4 in the gas phase, with properties calculated with wB97M-V/def2-TZVPD.

The HOMO energy comes out at -9.79 eV. The total charge is 0.

```
8
C2H2O4 (wB97M-V/def2-TZVPD)
C -1.44 -0.06 0.09
C 0.37 0.08 -0.45
O -2.15 -0.77 -0.54
O -1.14 0.65 0.99
O 0.81 1.26 -0.54
O 1.11 -0.81 0.27
H 1.50 1.42 0.03
H 0.94 -1.77 0.15
```

Atomic partial charges in e from the Mulliken method, atoms 1 to 4: number 1, C, carries 0.751; number 2, C, carries 0.134; number 3, O, carries -0.467; number 4, O, carries -0.418


Run Q
Below is a molecular structure, C2H2O4, with properties calculated with wB97M-V/def2-TZVPD.

The HOMO energy comes out at -9.77 eV. The total charge is 0.

```
8
C2H2O4 (wB97M-V/def2-TZVPD)
C 0.71 0.80 -0.01
C -0.59 -0.76 -0.03
O 1.79 0.70 0.45
O -1.49 -0.74 -0.82
O 0.04 1.78 -0.42
O -0.29 -1.82 0.69
H 0.60 2.59 -0.20
H -0.77 -2.55 0.35
```

Atomic partial charges in e from the Mulliken method, atoms 1 to 4: number 1, C, carries 0.513; number 2, C, carries 0.436; number 3, O, carries -0.434; number 4, O, carries -0.481


Run R
Below is C2H2O4 in the gas phase, with properties calculated with wB97M-V/def2-TZVPD.

The HOMO energy comes out at -10.78 eV. Its structure (SMILES) is O=C(O)C(=O)O. The total charge is 0.

```
8
C2H2O4 (wB97M-V/def2-TZVPD)
O -0.97 1.21 0.07
C -0.55 0.08 0.01
O -1.24 -1.09 -0.07
C 0.95 -0.27 -0.05
O 1.34 -1.42 0.08
O 1.68 0.83 -0.02
H -2.25 -0.91 0.11
H 1.04 1.56 -0.13
```

Atomic partial charges in e from the Mulliken method, atoms 1 to 4: number 1, O, carries -0.554; number 2, C, carries 0.668; number 3, O, carries -0.406; number 4, C, carries 0.460


Most stable structure - run R; separation to the second - 138.5 kJ/mol.


Run P
Below is C3H2N2OS2 in the gas phase, with properties calculated with wB97M-V/def2-TZVPD.

The HOMO energy comes out at -9.02 eV. Its structure (SMILES) is S=c1ncc(=S)o[nH]1. The total charge is 0.

```
10
C3H2N2OS2 (wB97M-V/def2-TZVPD)
S -3.00 0.02 -0.15
C -1.39 0.07 0.03
N -0.71 1.30 0.16
C 0.60 1.18 0.10
C 1.41 0.05 0.12
S 3.01 0.01 -0.14
O 0.73 -1.21 0.04
N -0.68 -1.11 0.15
H 1.13 2.09 0.12
H -1.05 -2.09 0.40
```

Atomic partial charges in e from the Mulliken method, atoms 1 to 4: number 1, S, carries -0.329; number 2, C, carries 0.190; number 3, N, carries -0.385; number 4, C, carries -0.035


Run Q
Below is C3H2N2OS2 in the gas phase, with properties calculated with wB97M-V/def2-TZVPD.

The HOMO energy comes out at -9.09 eV. Its structure (SMILES) is S=c1ncc(S)no1. The total charge is 0.

```
10
C3H2N2OS2 (wB97M-V/def2-TZVPD)
S -3.05 -0.04 0.05
C -1.43 0.05 -0.02
N -0.73 1.26 -0.05
C 0.54 1.22 -0.05
C 1.27 -0.03 0.01
S 3.03 -0.12 0.01
N 0.65 -1.17 -0.01
O -0.71 -1.11 -0.06
H 1.08 2.17 -0.10
H 3.22 1.15 0.38
```

Atomic partial charges in e from the Mulliken method, atoms 1 to 4: number 1, S, carries -0.280; number 2, C, carries 0.215; number 3, N, carries -0.373; number 4, C, carries -0.014


Most stable structure - run Q; separation to the second - 70.3 kJ/mol.